{
  "formula": "C13H19N5O5SZr",
  "method": "ωB97M-V/def2-TZVPD",
  "species": ["Zr", "C", "O", "C", "C", "H", "H", "H", "H", "H", "H", "C", "N", "C", "C", "C", "O", "N", "C", "O", "H", "H", "H", "H", "H", "C", "C", "C", "N", "N", "C", "N", "S", "H", "H", "H", "H", "H", "H", "H", "O", "C", "O", "H"],
  "positions_angstrom": [[-0.18256, 1.15384, -0.43481], [-2.57502, 2.61376, 1.11925], [-2.08370, 2.09467, -0.10812], [-1.01209, 2.91322, -0.80898], [-1.61970, 3.88945, -1.74863], [-3.13605, 1.82432, 1.62341], [-3.24314, 3.45229, 0.91633], [-1.74611, 2.95786, 1.74357], [-2.11281, 4.73690, -1.25745], [-2.35940, 3.40606, -2.39862], [-0.82816, 4.30056, -2.37760], [-3.43020, -2.26726, 3.24902], [-2.36085, -1.33698, 2.91559], [-1.64711, -0.69141, 3.87138], [-0.66539, 0.18850, 3.57567], [-0.41337, 0.42439, 2.18590], [0.44449, 1.25042, 1.74735], [-1.10304, -0.25578, 1.24574], [-2.11696, -1.12081, 1.54427], [-2.77926, -1.71293, 0.71840], [-3.50996, -2.33685, 4.33127], [-3.21717, -3.24810, 2.82882], [-4.37220, -1.91888, 2.83022], [-1.91963, -0.92461, 4.89237], [-0.10931, 0.71407, 4.33455], [4.00474, -0.88562, -4.01865], [4.22213, -1.91788, -2.92138], [3.23396, -1.77862, -1.80699], [2.36297, -0.84525, -1.72736], [1.58067, -0.89199, -0.60033], [1.86094, -1.92467, 0.14674], [1.18186, -2.29674, 1.25751], [3.16660, -2.88954, -0.46296], [4.75530, -1.00824, -4.79848], [4.07404, 0.12559, -3.62020], [3.01757, -0.99906, -4.46551], [5.22847, -1.82533, -2.50332], [4.15184, -2.93026, -3.32773], [0.43240, -1.69049, 1.54582], [1.66140, -2.81717, 1.96889], [-0.23505, 0.45329, -2.56888], [0.80908, 1.11560, -2.83273], [1.36704, 1.82340, -1.95586], [1.22273, 1.07627, -3.84750]],
  "forces_ev_per_a": [[0.5, -0.1, -0.2], [0.0, 0.0, 0.0], [-0.2, 0.2, -0.1], [-0.2, -0.4, 0.1], [0.1, 0.2, 0.0], [0.0, 0.0, 0.0], [0.0, 0.0, 0.0], [0.0, 0.0, 0.0], [0.0, 0.0, 0.0], [0.0, 0.0, 0.0], [0.0, 0.0, 0.0], [0.0, 0.0, 0.0], [0.0, 0.0, 0.0], [0.1, 0.1, 0.0], [-0.1, 0.0, 0.1], [0.1, 0.1, 0.0], [0.0, 0.0, 0.0], [0.0, 0.0, -0.1], [-0.1, -0.1, -0.1], [0.0, 0.0, 0.0], [0.0, 0.0, 0.0], [0.0, 0.0, 0.0], [0.0, 0.0, 0.0], [0.0, 0.0, 0.0], [0.0, 0.0, 0.0], [0.0, 0.0, 0.0], [0.0, 0.0, 0.0], [0.0, 0.1, 0.0], [0.1, 0.0, -0.1], [-0.2, 0.0, 0.0], [0.1, 0.0, 0.0], [0.1, 0.0, 0.0], [-0.1, 0.0, 0.0], [0.0, 0.0, 0.0], [0.0, 0.0, 0.0], [0.0, 0.0, 0.0], [0.0, 0.0, 0.0], [0.0, 0.0, 0.0], [-0.1, 0.1, 0.0], [0.0, 0.0, 0.0], [0.0, 0.0, 0.0], [0.0, 0.0, 0.0], [-0.1, 0.0, 0.1], [0.0, 0.0, 0.0]],
  "lowdin_charge": [1.754, -0.106, -0.393, -0.399, -0.139, 0.084, 0.091, 0.088, 0.061, 0.076, 0.068, -0.015, -0.050, -0.049, 0.013, -0.560, -0.125, 0.034, -0.522, 0.077, 0.087, 0.097, 0.099, 0.129, 0.114, -0.103, -0.242, -0.592, 0.017, -0.025, -0.678, 0.120, 1.105, 0.074, 0.078, 0.075, 0.113, 0.110, 0.059, 0.099, -0.159, -0.541, -0.156, 0.132],
  "charge": 0,
  "homo_lumo_gap_ev": 6.51,
  "e_lumo_ev": 0.24,
  "e_tot_ev": -43594.4543,
  "de_lowest_kj_mol": 60.1
}

---

{
  "formula": "C13H19NO",
  "method": "ωB97M-V/def2-TZVPD",
  "species": ["C", "C", "C", "C", "C", "C", "C", "C", "C", "C", "C", "C", "C", "N", "O", "H", "H", "H", "H", "H", "H", "H", "H", "H", "H", "H", "H", "H", "H", "H", "H", "H", "H", "H"],
  "positions_angstrom": [[2.00557, -0.40107, -0.16495], [0.77536, -1.03896, -0.34816], [2.30950, 0.55554, 0.73873], [0.33994, -1.54272, -1.70394], [1.22707, 1.33545, 1.41749], [-0.26509, 1.81487, -0.61570], [1.01765, -0.89663, -2.84571], [-0.05580, -1.50238, 0.84819], [-0.21804, 1.13656, 0.77987], [-0.90681, -0.26597, 1.14590], [0.06623, 1.24299, -1.88396], [-2.24359, -0.21671, 0.38433], [-1.22133, -0.32893, 2.66295], [0.53748, 0.57975, -2.97439], [-0.90301, 0.82033, -2.75981], [2.70914, -0.55540, -1.00319], [0.56248, -1.87169, 1.63998], [3.32201, 0.83463, 0.72118], [0.48068, -2.54200, -1.95736], [-0.69308, -1.36349, -1.87075], [0.99688, 1.08134, 2.42177], [1.51775, 2.36172, 1.37901], [-1.36490, 2.17890, -0.63377], [0.30022, 2.78837, -0.58003], [2.11574, -0.76574, -2.70156], [0.86610, -1.44595, -3.78842], [-0.73674, -2.35333, 0.66349], [-0.74712, 1.87992, 1.34650], [-2.95601, 0.45958, 0.83548], [-2.86945, -1.14050, 0.26636], [-2.09185, 0.15781, -0.58212], [-1.62197, -1.27296, 3.04158], [-1.98636, 0.34686, 2.95390], [-0.26866, -0.07016, 3.16710]],
  "forces_ev_per_a": [[0.2, -0.1, -1.3], [-0.6, -2.5, -0.3], [-1.1, -0.6, -0.1], [1.0, 1.2, 0.4], [-1.0, -1.5, -0.9], [-1.2, 1.8, 1.5], [0.3, 2.3, -0.4], [-0.3, 1.0, -2.1], [2.1, 0.3, 1.0], [-1.3, 0.7, 0.9], [-1.8, -0.8, -0.7], [-0.9, -1.3, 0.4], [1.2, 0.3, -0.1], [2.4, -1.1, -1.1], [-0.6, -0.6, -0.4], [0.1, -0.1, 0.8], [0.6, 0.5, 0.8], [1.1, 0.9, 0.4], [0.2, -2.5, 0.6], [-1.3, 0.1, 0.2], [0.7, -0.2, 1.3], [-0.1, 0.9, 0.1], [1.7, -0.6, -0.9], [-0.3, -0.7, 0.7], [-0.8, -0.1, -0.3], [-0.1, 0.6, 0.2], [0.3, 0.4, -0.5], [-0.7, 0.2, 0.6], [0.1, 0.5, 0.5], [1.1, 0.2, 0.3], [0.2, 0.3, -1.6], [0.5, -0.4, -0.5], [-0.5, 1.2, 0.2], [-0.8, -0.4, 0.3]],
  "lowdin_charge": [-0.100, -0.172, -0.050, -0.165, -0.130, -0.115, -0.133, -0.082, -0.226, -0.453, -0.282, -0.041, -0.045, 0.039, 0.016, 0.109, 0.114, 0.082, 0.103, 0.108, 0.076, 0.104, 0.156, 0.136, 0.112, 0.123, 0.130, 0.123, 0.083, 0.108, 0.036, 0.091, 0.064, 0.081],
  "charge": 0,
  "homo_lumo_gap_ev": [6.60, 7.72],
  "e_lumo_ev": [0.14, 0.78],
  "e_tot_ev": -17318.7193,
  "de_lowest_kj_mol": 891.0
}

---

{
  "formula": "C13H19NS",
  "method": "ωB97M-V/def2-TZVPD",
  "species": ["C", "C", "C", "C", "C", "S", "N", "C", "C", "C", "C", "C", "C", "H", "H", "H", "H", "H", "H", "H", "H", "H", "H", "H", "H", "H", "H", "H", "C", "C", "H", "H", "H", "H"],
  "positions_angstrom": [[5.22080, -0.62105, -0.44507], [3.77049, -0.34899, -0.17988], [3.37388, 0.86508, 0.37386], [2.04832, 1.11651, 0.66370], [1.08570, 0.14879, 0.40033], [-0.59097, 0.48193, 0.87752], [-1.40179, -0.83209, 0.18612], [-1.97266, -1.79933, 1.12155], [-3.19985, -2.36137, 0.40924], [-3.68569, -1.16335, -0.40601], [-2.37069, -0.54234, -0.87172], [1.46164, -1.05067, -0.18028], [2.79314, -1.29235, -0.46494], [5.38828, -1.67649, -0.65050], [5.57304, -0.04879, -1.30212], [5.81925, -0.33183, 0.41623], [4.11800, 1.61943, 0.58774], [1.75349, 2.05784, 1.10494], [-2.26367, -1.31422, 2.06089], [-1.22308, -2.56165, 1.34966], [-3.94611, -2.73278, 1.10868], [-2.90956, -3.17224, -0.26048], [-4.32959, -1.45017, -1.23303], [-4.22276, -0.46415, 0.23717], [-2.02194, -1.02023, -1.79690], [-2.44705, 0.53169, -1.04705], [0.70904, -1.79295, -0.39903], [3.07617, -2.23897, -0.90335], [-2.10215, 3.99384, 0.14608], [-1.10038, 3.33780, -0.39867], [-3.12128, 3.85004, -0.16680], [-1.95405, 4.70476, 0.94630], [-1.24888, 2.63407, -1.20329], [-0.07910, 3.47422, -0.08091]],
  "forces_ev_per_a": [[0.0, 0.0, 0.0], [0.0, 0.0, 0.0], [0.0, -0.1, 0.0], [-0.2, 0.0, 0.0], [-0.2, 0.0, 0.1], [0.1, -0.5, -0.1], [0.0, 0.6, 0.4], [0.1, -0.3, 0.3], [0.1, 0.1, 0.0], [0.2, 0.0, 0.0], [-0.1, 0.1, -0.5], [-0.1, 0.0, 0.0], [0.1, 0.1, 0.0], [0.1, 0.0, 0.0], [0.1, 0.0, -0.1], [0.1, 0.0, 0.0], [0.1, 0.1, 0.0], [0.0, 0.1, 0.1], [0.0, 0.0, 0.0], [-0.1, 0.0, 0.1], [0.0, -0.1, 0.0], [0.0, -0.1, 0.0], [-0.1, 0.0, -0.1], [0.0, 0.0, 0.0], [-0.1, 0.1, 0.0], [0.0, -0.1, 0.0], [-0.1, 0.0, 0.0], [0.0, -0.1, 0.0], [-0.1, 0.3, 0.2], [0.1, 0.0, -0.3], [-0.2, -0.1, -0.2], [0.1, 0.0, 0.1], [0.0, -0.1, -0.1], [0.1, 0.1, 0.1]],
  "lowdin_charge": [-0.057, -0.289, -0.052, -0.116, -0.489, 1.008, -0.479, -0.247, -0.177, -0.174, -0.232, -0.089, -0.047, 0.073, 0.080, 0.077, 0.113, 0.096, 0.101, 0.111, 0.108, 0.111, 0.107, 0.113, 0.116, 0.089, 0.097, 0.109, -0.081, -0.137, 0.041, 0.044, 0.034, 0.037],
  "smiles": "Cc1ccc(SN2CCCC2)cc1.C=C",
  "charge": 0,
  "homo_lumo_gap_ev": 8.64,
  "e_lumo_ev": 0.89,
  "e_tot_ev": -26113.3276,
  "de_lowest_kj_mol": 105.8
}